[1]
The following is a DFT calculation (ωB97M-V with the def2-TZVPD basis set) of a single C5H7NO molecule.

CARTESIAN COORDINATES (ANGSTROEM)
1 H 3.1288 -0.1139 -1.2945
2 N 2.1244 -0.1306 -1.1191
3 C 1.8848 -0.0252 0.1246
4 C 0.4953 -0.0749 0.6452
5 C -0.3450 -1.2639 0.2955
6 O -0.5579 -2.4207 0.5136
7 C -0.6760 -0.0188 -0.3843
8 C -1.9408 0.7377 -0.0375
9 H 2.6669 0.0766 0.8883
10 H 0.3262 0.3755 1.6227
11 H -0.3057 0.0667 -1.4077
12 H -1.7968 1.8146 -0.1717
13 H -2.2362 0.5599 1.0026
14 H -2.7681 0.4168 -0.6777

SMILES ... [H]/N=C/[C@@H]1C(=O)[C@H]1C
2S+1 ... 1
E_HOMO ... -9.17 eV
Energy relative to the best compared isomer or geometry (same formula, charge and spin) ... 2.197 eV

***

[2]
The following is a DFT calculation (ωB97M-V with the def2-TZVPD basis set) of a single C5H7NO2 molecule at a distorted geometry.

CARTESIAN COORDINATES (ANGSTROEM)
1 C -0.6070 -1.0904 0.6843
2 N -0.9845 0.3004 0.2865
3 C -2.1394 0.4694 -0.2527
4 O -3.0304 -0.4064 -0.3609
5 C 0.2052 1.0518 0.2218
6 C 1.5746 0.9743 0.1779
7 C 2.5928 0.0485 -0.1228
8 O 2.3900 -1.0731 -0.5471
9 H -0.2718 -1.5806 -0.4696
10 H 0.3954 -1.3269 1.2526
11 H -1.5045 -1.5146 0.9522
12 H -2.2559 1.3139 -1.0253
13 H -0.0564 2.1456 -0.1303
14 H 2.1870 1.9013 0.1473
15 H 3.7627 0.0741 0.2814

SMILES ... CN(C=O)/C=C\C=O
2S+1 ... 1
E_HOMO ... -9.58 eV
Energy relative to the best compared isomer or geometry (same formula, charge and spin) ... 4.430 eV

***

[3]
The following is a DFT calculation (ωB97M-V with the def2-TZVPD basis set) of 3 unconnected molecules or ions with the total composition C5H7NO2 at a distorted geometry.

CARTESIAN COORDINATES (ANGSTROEM)
1 C -1.0966 -1.8946 -0.5775
2 N 0.2944 0.4706 0.8682
3 C 1.3050 -0.0062 0.3175
4 C -0.9275 -0.4350 -0.6955
5 C 2.1312 1.7030 1.8183
6 C -1.5110 0.4740 -1.4403
7 O 2.0929 -0.7771 -0.0577
8 O 1.7789 2.8341 1.7789
9 H -0.0120 1.4112 0.6596
10 H 2.9340 1.3302 2.5099
11 H -0.1959 -2.4272 -0.8919
12 H -1.3003 -2.1801 0.4572
13 H -1.9310 -2.2443 -1.2016
14 H -2.3388 0.2193 -2.1061
15 H -1.2233 1.5222 -1.4389

2S+1 ... 1
E_HOMO (spin up / spin down) ... -7.94 / -7.06 eV
Energy relative to the best compared isomer or geometry (same formula, charge and spin) ... 6.181 eV

***

[4]
The following is a DFT calculation (ωB97M-V with the def2-TZVPD basis set) of a molecular structure, C5H7NO2 at a distorted geometry.

CARTESIAN COORDINATES (ANGSTROEM)
1 C -1.2162 1.4786 1.4850
2 C -0.0106 0.5388 -0.4185
3 C 0.9572 0.6792 -1.6029
4 C 1.3866 -0.6450 -1.7612
5 C -0.1594 -0.7602 0.0389
6 H -0.4965 0.5798 2.1484
7 H -2.1391 0.8603 1.3624
8 H -1.0981 2.5831 1.9991
9 H 1.8019 1.6585 -1.5680
10 H 2.3089 -1.2200 -2.3235
11 H -0.0245 -2.5950 -1.2651
12 H -0.2869 -2.0566 1.5710
13 N 0.6615 -1.5777 -0.8709
14 O -0.6937 1.6545 0.1631
15 O -0.9911 -1.1782 1.0421

2S+1 ... 1
E_HOMO ... -7.75 eV
Energy relative to the best compared isomer or geometry (same formula, charge and spin) ... 6.994 eV

***

[5]
The following is a DFT calculation (ωB97M-V with the def2-TZVPD basis set) of a molecular structure, C5H7NO2 at a distorted geometry.

CARTESIAN COORDINATES (ANGSTROEM)
1 C -2.2118 0.2347 -0.1370
2 C -1.9584 -0.4831 -1.2971
3 N 0.2605 0.4272 -0.2093
4 C -0.1531 -0.7007 -0.6940
5 C 1.3634 0.5879 0.5994
6 C 2.3026 -0.3272 0.8968
7 O 1.3968 1.8797 1.0533
8 O 0.2420 -1.7976 -0.9547
9 H 2.1486 1.9850 1.6470
10 H -2.5316 -0.2708 0.7661
11 H -2.0571 1.3013 -0.0772
12 H -1.8316 0.0427 -2.2344
13 H -2.3564 -1.4879 -1.3867
14 H 2.2792 -1.3055 0.4521
15 H 3.1069 -0.0857 1.5756

2S+1 ... 1
E_HOMO (spin up / spin down) ... -8.05 / -8.05 eV
Energy relative to the best compared isomer or geometry (same formula, charge and spin) ... 3.578 eV

***

[6]
The following is a DFT calculation (ωB97M-V with the def2-TZVPD basis set) of a molecular structure, C5H7NO2 at a distorted geometry.

CARTESIAN COORDINATES (ANGSTROEM)
1 C 0.9480 0.5878 -1.3312
2 C 1.0843 -1.0543 -0.5643
3 C -0.1679 -0.8029 0.5301
4 C -0.3466 0.9612 -0.2923
5 C -1.1145 -0.2406 1.7268
6 H 1.9160 1.0761 -1.2976
7 H 0.6633 0.5444 -2.3970
8 H 2.1342 -1.1699 0.1722
9 H 0.8777 -1.8749 -1.2460
10 H -0.8989 -0.9134 -0.2878
11 H -0.9710 0.3073 -0.6754
12 H -1.3147 -0.6742 2.8150
13 N -1.7956 0.9293 1.5135
14 O 0.3915 0.4895 0.7591
15 O -1.4057 1.8346 0.5750

2S+1 ... 1
E_HOMO ... -8.60 eV
Energy relative to the best compared isomer or geometry (same formula, charge and spin) ... 13.845 eV